# C10H40O10

A cluster of 10 separate species, C10H40O10 in total at a distorted geometry (ωB97M-V with the def2-TZVPD basis set, the Open Molecules 2025 dataset).

DFT total energy = -31489.25949 eV
Structure (SMILES) = CO.CO.CO.CO.CO.CO.CO.CO.CO.CO
Highest occupied orbital energy = -9.854 eV
Total charge = 0
Orbital gap = 10.4 eV
Relative energy (zero: lowest compared OMol25 entry of this formula, charge and spin) = 89.7 kcal/mol

The geometry in XYZ format:
```
60
Properties=species:S:1:pos:R:3:mulliken_charge:R:1
C 0.7745 -3.3743 -2.3228 -0.45
O 0.3542 -4.4078 -1.4169 -0.57
H 1.6108 -3.7105 -2.9397 0.35
H -0.0612 -3.1286 -2.9801 0.37
H 1.0893 -2.4686 -1.8115 0.00
H -0.3351 -4.8918 -1.8771 0.31
C -0.5941 2.5833 -3.8876 -0.71
O -1.1198 1.4766 -3.1805 -0.47
H 0.3489 2.9468 -3.4746 0.26
H -0.4153 2.2803 -4.9221 0.27
H -1.3277 3.3952 -3.9247 0.31
H -0.8191 1.4910 -2.2570 0.37
C -0.3756 -0.3522 -0.2206 -0.26
O -0.7464 1.0326 -0.3815 -0.36
H -0.2975 -0.5448 0.8504 -0.12
H -1.2547 -0.9102 -0.5762 0.35
H 0.4470 -0.6565 -0.8600 0.07
H -1.2420 1.2403 0.4313 0.19
C -1.0543 -2.5572 4.5425 -0.73
O -1.1611 -2.1884 3.1938 -0.34
H -0.0056 -2.6512 4.8492 0.30
H -1.5350 -1.8038 5.1703 0.23
H -1.5761 -3.4930 4.7781 0.30
H -0.6489 -2.7870 2.6063 0.34
C 2.4625 2.6915 0.1529 -0.19
O 3.7746 2.4418 -0.3212 -0.55
H 2.2782 2.2849 1.1428 0.09
H 2.2945 3.7744 0.1949 0.32
H 1.7167 2.2798 -0.5344 0.02
H 3.8386 2.6761 -1.2466 0.31
C -2.8322 3.7671 -0.9067 -0.07
O -4.0475 4.4105 -1.1651 -0.57
H -2.0673 4.4422 -0.5194 0.26
H -2.9134 2.9205 -0.2237 0.10
H -2.3735 3.3657 -1.8173 0.02
H -4.7895 3.8091 -1.1346 0.31
C 1.4616 -0.5830 -4.5873 -0.25
O 2.1206 -1.6640 -5.2539 -0.53
H 0.4496 -0.4269 -4.9533 0.26
H 1.4432 -0.8457 -3.5302 -0.07
H 2.0877 0.3116 -4.6427 0.33
H 2.0475 -1.5088 -6.1998 0.28
C -2.5708 1.0142 2.9969 -0.58
O -1.9812 1.8290 2.0013 -0.40
H -3.2694 1.5383 3.6565 0.33
H -3.1225 0.1709 2.5861 0.29
H -1.7817 0.5717 3.6165 0.11
H -1.5575 2.5918 2.4014 0.22
C 1.5945 0.0581 3.1545 0.08
O 2.0177 1.2340 3.8227 -0.55
H 0.7792 -0.4218 3.7046 0.09
H 1.2884 0.2985 2.1394 -0.21
H 2.3811 -0.7056 3.0884 0.31
H 1.9456 1.1044 4.7694 0.31
C 1.4864 -3.1920 1.5678 -0.63
O 0.1712 -3.6382 1.2558 -0.68
H 2.1905 -4.0001 1.3713 0.42
H 1.7088 -2.2443 1.0756 0.19
H 1.5792 -2.9819 2.6348 0.24
H 0.1336 -3.8938 0.3140 0.35
```

# C3H12NO2

A cluster of 2 separate species, C3H12NO2 in total at a distorted geometry (ωB97M-V with the def2-TZVPD basis set, the Open Molecules 2025 dataset).

DFT total energy = -8883.35223 eV
Highest occupied orbital energy = -14.976 eV
Total charge = +1
Orbital gap = 11.6 eV
Relative energy (zero: lowest compared OMol25 entry of this formula, charge and spin) = 35.1 kcal/mol

The geometry in XYZ format:
```
18
Properties=species:S:1:pos:R:3:mulliken_charge:R:1
C -0.6259 1.3062 -0.4353 -0.67
O -2.0096 1.6535 -0.2943 -0.58
C -0.2638 -0.0555 0.2174 0.10
C 1.1477 -0.1827 0.5233 -1.25
N -1.1608 -0.1581 1.5375 -0.19
H -0.2417 1.3970 -1.4617 0.40
H -0.1182 2.1445 0.0329 0.37
H -2.6231 0.9988 -0.6689 0.34
H -0.6553 -0.7035 -0.5558 0.26
H 1.6217 -0.2679 -0.4957 0.35
H 1.3896 -1.0702 1.1274 0.39
H 1.7026 0.6858 0.9067 0.40
H -0.7891 0.5669 2.1577 0.37
H -2.0911 0.1007 1.1663 0.37
H -1.0526 -1.1087 1.8523 0.36
H 2.5516 -1.8988 -1.3719 0.32
H 1.5798 -1.6870 -2.5986 0.31
O 1.6383 -1.7211 -1.6394 -0.66
```

# CH8N2S

A cluster of 2 separate species, CH8N2S in total at a distorted geometry (ωB97M-V with the def2-TZVPD basis set, the Open Molecules 2025 dataset).

DFT total energy = -14981.53816 eV
Structure (SMILES) = NCN.S
Highest occupied orbital energy = -9.179 eV
Total charge = 0
Orbital gap = 10.2 eV
Relative energy (zero: lowest compared OMol25 entry of this formula, charge and spin) = 11.4 kcal/mol

The geometry in XYZ format:
```
12
Properties=species:S:1:pos:R:3:mulliken_charge:R:1
S 3.7139 -0.1062 -2.6893 -0.30
H 2.8405 0.8992 -2.5671 0.15
H 4.1960 0.1480 -1.4677 0.14
N -1.4785 -0.0939 1.8970 -0.53
C -0.7673 -0.5226 0.7119 -0.14
N -0.9026 0.4588 -0.3815 -0.58
H -2.1576 0.6338 1.7520 0.18
H -1.8013 -0.8307 2.5011 0.19
H 0.2959 -0.5538 0.9552 0.18
H -1.0313 -1.4697 0.2619 0.27
H -1.6256 0.1343 -1.0107 0.23
H -1.2821 1.3027 0.0372 0.20
```

Question: What is the orbital gap in the third record?
Answer: 10.2 eV

Question: Look up the relative energy (zero: lowest compared OMol25 entry of this formula, charge and spin) of the third one.
Answer: 11.4 kcal/mol

Question: Which value of total charge does entry 3 give?
Answer: 0

Question: What is the formula in the third record?
Answer: CH8N2S